Molecular formula: C15H25Br2O7PS
Method: DFT, ωB97M-V with the def2-TZVPD basis set

Geometry (Å):
O (2.03, -3.32, 0.14)
C (1.51, -2.30, -0.22)
C (0.03, -2.20, -0.45)
S (-1.00, -3.25, 0.50)
C (-0.44, -1.32, -1.33)
C (-1.88, -1.11, -1.69)
P (-2.73, -0.17, -0.38)
O (-1.80, 0.36, 0.62)
O (-3.85, -1.12, 0.23)
O (-3.60, 0.92, -1.16)
C (0.54, -0.43, -2.03)
O (0.28, 0.06, -3.11)
C (1.84, -0.15, -1.33)
Br (2.66, 1.45, -1.78)
C (2.30, -1.04, -0.47)
Br (3.89, -0.87, 0.48)
H (-0.36, -4.39, 0.21)
H (-1.92, -0.49, -2.59)
H (-2.38, -2.06, -1.89)
H (-4.53, -1.39, -0.40)
H (-3.07, 1.73, -1.25)
C (0.75, -3.34, 3.78)
C (2.22, -2.94, 3.73)
O (2.55, -1.85, 4.57)
C (2.32, -2.04, 5.95)
C (3.10, -3.20, 6.56)
H (0.11, -2.48, 3.57)
H (0.55, -4.11, 3.04)
H (0.47, -3.74, 4.76)
H (2.48, -2.61, 2.73)
H (2.85, -3.81, 3.95)
H (1.25, -2.16, 6.15)
H (2.63, -1.11, 6.42)
H (2.78, -4.16, 6.17)
H (2.95, -3.22, 7.64)
H (4.17, -3.09, 6.36)
C (-1.13, 2.71, -4.77)
C (-1.03, 3.16, -3.32)
O (-0.22, 4.30, -3.11)
C (-0.64, 5.48, -3.77)
C (-2.02, 5.97, -3.36)
H (-0.13, 2.56, -5.18)
H (-1.68, 1.77, -4.83)
H (-1.65, 3.44, -5.39)
H (-0.55, 2.37, -2.74)
H (-2.03, 3.32, -2.90)
H (-0.59, 5.36, -4.86)
H (0.11, 6.23, -3.50)
H (-2.81, 5.28, -3.66)
H (-2.23, 6.93, -3.82)
H (-2.07, 6.08, -2.27)

## Properties
Electronic energy ... -7000.84817 a.u.

Mulliken population analysis, charges in e, atoms 1 to 6:
1 O -0.5145
2 C 0.4478
3 C 0.8776
4 S -0.2762
5 C 0.0293
6 C -1.4516